--- P ---
The following is a quantum chemistry calculation of 3 unconnected molecules or ions with the total composition C3H13NO3, from the OMol25 dataset.

Each line ends with the Löwdin charge.
Atoms and positions in Å:
1 C 1.433 -2.244 0.062  -0.140
2 N 0.097 -1.684 -0.089  -0.128
3 C 0.037 -0.648 -1.073  -0.267
4 C -1.175 0.286 -0.960  -0.251
5 O -1.166 1.032 0.242  -0.086
6 H 2.220 -1.544 0.349  0.075
7 H 1.736 -2.647 -0.914  0.077
8 H 1.321 -3.159 0.642  0.077
9 H -0.308 -1.504 0.824  0.101
10 H 0.968 -0.036 -1.006  0.117
11 H 0.018 -0.971 -2.120  0.118
12 H -1.247 0.912 -1.845  0.107
13 H -2.018 -0.415 -0.910  0.118
14 H -0.364 0.821 0.750  0.057
15 O -0.366 3.732 -1.246  -0.053
16 H -0.047 3.029 -0.677  0.007
17 H 0.068 3.527 -2.076  0.029
18 O -0.268 0.402 3.006  -0.053
19 H 0.065 0.095 3.845  0.033
20 H -1.003 1.015 3.199  0.062

The HOMO-LUMO gap comes out at 9.3 eV. As for the charge: 0. Its structure (SMILES) is CNCCO.O.O.

---

--- Q ---
The following is a quantum chemistry calculation of 4 unconnected molecules or ions with the total composition C3H13NO3, from the OMol25 dataset.

Each line ends with the Löwdin charge.
Atoms and positions in Å:
1 C 1.001 3.280 0.421  -0.034
2 C 1.285 2.317 -0.454  -0.268
3 N 0.554 1.165 -0.639  -0.100
4 C 1.066 0.065 -1.421  -0.098
5 H 0.089 3.220 1.010  0.044
6 H 1.649 4.132 0.508  0.032
7 H 2.232 2.400 -0.977  0.107
8 H -0.136 1.044 0.083  0.096
9 H 0.293 -0.324 -2.089  0.075
10 H 1.384 -0.795 -0.829  0.073
11 H 1.878 0.426 -2.038  0.077
12 O -2.998 -1.027 -0.064  -0.059
13 H -3.125 -0.140 0.293  0.030
14 H -3.140 -0.886 -1.007  0.035
15 O -0.191 -3.605 -0.070  -0.078
16 H -0.630 -3.965 -0.861  0.036
17 H -0.736 -3.952 0.658  0.042
18 O 0.226 -0.734 2.067  -0.049
19 H -0.603 -0.294 1.857  0.019
20 H 0.890 -0.269 1.547  0.019

The HOMO-LUMO gap comes out at 8.3 eV. As for the charge: 0. Its structure (SMILES) is C=CNC.O.O.O.

---

--- R ---
The following is a quantum chemistry calculation of 4 unconnected molecules or ions with the total composition C3H13NO3, from the OMol25 dataset.

Each line ends with the Löwdin charge.
Atoms and positions in Å:
1 C 1.601 1.207 0.380  0.005
2 C 1.577 -0.048 0.895  -0.240
3 N 0.644 -0.980 0.373  -0.108
4 C 0.471 -2.084 1.310  -0.156
5 H 0.689 1.455 -0.130  0.009
6 H 2.396 1.948 0.465  0.053
7 H 2.385 -0.343 1.541  0.096
8 H -0.201 -0.381 0.185  0.069
9 H -0.469 -2.719 1.337  0.083
10 H 1.039 -2.971 0.929  0.088
11 H 0.505 -1.813 2.352  0.064
12 O -1.978 0.267 0.431  -0.053
13 H -2.841 -0.189 0.508  0.080
14 H -1.692 0.302 1.349  0.059
15 O -0.147 -0.593 -3.198  -0.044
16 H -0.282 0.346 -3.255  0.017
17 H 0.158 -0.917 -2.354  0.009
18 O -1.050 2.843 -1.200  -0.073
19 H -1.710 2.766 -0.485  0.038
20 H -1.094 1.903 -1.433  0.004

The HOMO-LUMO gap comes out at 8.4 eV. As for the charge: 0. Its structure (SMILES) is C=CNC.O.O.O.

---

--- S ---
The following is a quantum chemistry calculation of 4 unconnected molecules or ions with the total composition C3H13NO3, from the OMol25 dataset.

Each line ends with the Löwdin charge.
Atoms and positions in Å:
1 C -0.098 0.081 1.565  -0.319
2 C 1.137 0.324 0.650  -0.202
3 C 1.302 -0.789 -0.388  -0.281
4 O 2.005 -0.368 -1.560  -0.079
5 N -0.282 1.134 2.536  -0.020
6 H -0.932 0.102 0.875  0.035
7 H 0.136 -0.928 2.043  0.141
8 H 0.838 1.260 0.089  0.111
9 H 1.909 0.525 1.376  0.103
10 H 1.895 -1.526 0.234  0.132
11 H 0.314 -1.213 -0.741  0.114
12 H 1.319 0.137 -2.009  0.043
13 H 0.455 1.297 3.230  0.079
14 H -1.129 0.974 3.077  0.068
15 H -2.030 -0.392 -0.995  -0.049
16 H -1.215 0.528 -2.838  0.000
17 O -0.787 0.688 -1.990  -0.240
18 H -1.334 1.097 -0.323  0.410
19 H -3.301 -1.196 -0.613  0.051
20 O -2.355 -1.110 -0.413  -0.095

The HOMO-LUMO gap comes out at 6.9 eV. As for the charge: 0.

---

Most stable structure - P; separation to the second - 0.358 eV.

---

--- P ---
The following is a quantum chemistry calculation of a molecular structure, C23H32N2O3, from the OMol25 dataset.

Each line ends with the Löwdin charge.
Atoms and positions in Å:
1 C 2.668 4.026 3.347  -0.062
2 C 2.557 2.721 3.966  -0.461
3 H 3.486 2.359 4.452  0.147
4 H 1.813 2.788 4.763  0.131
5 O 2.525 1.764 3.110  -0.029
6 C 1.113 1.510 2.893  -0.201
7 O 0.125 2.230 3.383  0.012
8 C 1.076 0.183 1.834  -0.214
9 C -0.232 0.335 1.078  -0.132
10 C -0.223 1.566 0.026  -0.101
11 N 0.892 1.190 -0.784  -0.171
12 C 2.262 1.181 -0.042  -0.144
13 C 2.274 0.299 0.851  -0.211
14 H 3.036 0.055 1.479  0.107
15 H 2.204 -0.802 0.303  0.195
16 H 2.916 1.251 -0.638  0.028
17 H 2.219 2.417 0.478  0.228
18 C 0.736 0.390 -1.752  -0.217
19 C -0.442 0.449 -2.818  -0.289
20 C -0.698 1.364 -3.657  -0.077
21 C -1.837 1.205 -4.218  -0.246
22 C -2.780 1.698 -5.055  -0.073
23 C -4.056 1.255 -5.380  -0.102
24 C -4.675 0.345 -4.445  -0.053
25 C -3.659 -0.400 -3.703  -0.062
26 C -2.562 0.213 -3.462  -0.229
27 N -1.550 0.022 -2.480  0.089
28 H -1.731 -1.001 -1.805  0.281
29 H -4.311 -0.919 -2.803  0.164
30 H -5.646 0.125 -4.748  0.063
31 H -4.577 1.675 -6.239  0.094
32 H -2.139 2.550 -5.912  0.182
33 H 0.081 2.047 -4.154  0.169
34 H 0.760 -0.554 -1.367  0.073
35 H 1.700 0.427 -2.420  0.170
36 H -1.220 1.395 -0.559  0.152
37 H 0.025 2.439 0.481  0.071
38 H -1.376 0.622 1.914  0.211
39 H -0.565 -0.610 0.613  0.075
40 C 0.839 -1.125 2.977  -0.072
41 C 0.982 -2.264 2.232  -0.408
42 C 0.729 -3.537 3.480  -0.001
43 C 1.151 -4.814 2.709  -0.191
44 C 0.307 -4.835 1.402  -0.254
45 C 0.683 -3.868 0.473  -0.161
46 H -0.123 -3.714 -0.593  0.204
47 O 0.276 -2.427 1.019  -0.180
48 H 1.558 -3.664 0.013  0.070
49 H 0.552 -6.001 0.732  0.205
50 H -0.768 -5.033 1.734  0.138
51 H 0.880 -5.690 3.264  0.088
52 H 2.199 -4.993 2.306  0.136
53 H 1.487 -3.381 3.893  -0.027
54 H -0.273 -3.304 3.560  0.096
55 H 2.058 -2.344 1.874  0.157
56 H -0.328 -1.059 3.354  0.192
57 H 1.696 -0.825 3.620  0.143
58 H 3.541 3.923 2.688  0.090
59 H 2.968 4.714 4.024  0.029
60 H 1.507 4.323 2.891  0.177

The HOMO-LUMO gap comes out at 7.9 eV. As for the charge: 0.

---

--- Q ---
The following is a quantum chemistry calculation of a single C23H32N2O3 molecule, from the OMol25 dataset.

Each line ends with the Löwdin charge.
Atoms and positions in Å:
1 C -3.598 4.654 -2.770  -0.078
2 O -2.730 3.608 -3.128  -0.102
3 C -1.527 3.503 -2.484  -0.189
4 C -1.064 4.443 -1.573  -0.025
5 C 0.182 4.306 -0.984  -0.090
6 C 0.980 3.228 -1.305  -0.055
7 C 0.535 2.264 -2.201  -0.141
8 C 1.404 1.060 -2.454  -0.124
9 N 1.503 0.301 -1.216  -0.157
10 C 2.607 -0.634 -1.172  -0.167
11 C 2.717 -1.182 0.258  -0.156
12 N 1.489 -1.780 0.741  -0.143
13 C 1.299 -3.160 0.342  -0.184
14 C 1.730 -4.097 1.488  -0.130
15 C 0.879 -3.833 2.693  -0.242
16 C -0.297 -4.540 2.903  -0.049
17 C -1.116 -4.246 3.979  -0.092
18 C -0.772 -3.232 4.856  -0.101
19 C 0.398 -2.519 4.653  -0.088
20 C 1.218 -2.820 3.581  -0.055
21 C 0.347 -0.898 0.548  -0.277
22 C 0.422 0.279 1.530  -0.124
23 C -0.929 0.949 1.783  -0.253
24 O -1.459 1.629 0.668  -0.074
25 C 0.271 -0.396 -0.899  -0.122
26 C -0.727 2.381 -2.786  -0.161
27 O -1.089 1.392 -3.660  -0.081
28 C -2.437 0.970 -3.697  -0.066
29 H -4.498 4.502 -3.363  0.095
30 H -3.171 5.634 -3.011  0.096
31 H -3.854 4.617 -1.706  0.100
32 H -1.668 5.300 -1.325  0.103
33 H 0.523 5.053 -0.284  0.105
34 H 1.954 3.108 -0.856  0.117
35 H 2.409 1.393 -2.727  0.129
36 H 0.997 0.463 -3.283  0.128
37 H 3.531 -0.114 -1.434  0.121
38 H 2.467 -1.468 -1.888  0.122
39 H 3.516 -1.925 0.314  0.121
40 H 2.974 -0.355 0.925  0.118
41 H 0.243 -3.344 0.127  0.123
42 H 1.871 -3.413 -0.561  0.115
43 H 1.624 -5.132 1.160  0.113
44 H 2.779 -3.907 1.721  0.112
45 H -0.574 -5.331 2.219  0.110
46 H -2.026 -4.808 4.133  0.099
47 H -1.412 -3.000 5.695  0.098
48 H 0.671 -1.727 5.336  0.101
49 H 2.130 -2.264 3.421  0.110
50 H -0.555 -1.475 0.781  0.150
51 H 1.118 1.023 1.140  0.109
52 H 0.797 -0.099 2.482  0.110
53 H -0.824 1.649 2.627  0.115
54 H -1.680 0.201 2.054  0.120
55 H -0.788 2.241 0.338  0.057
56 H -0.569 0.288 -1.004  0.111
57 H 0.109 -1.252 -1.581  0.135
58 H -2.417 -0.026 -4.142  0.094
59 H -3.052 1.631 -4.310  0.086
60 H -2.861 0.909 -2.692  0.103

The HOMO-LUMO gap comes out at 8.7 eV. As for the charge: 0. Its structure (SMILES) is COc1cccc(CN2CCN(CCc3ccccc3)[C@@H](CCO)C2)c1OC.

---

Most stable structure - Q; separation to the second - 21.724 eV.